This record from the OMol25 dataset describes a structure of composition C40H52FN8O7PSY in a non-equilibrium geometry. The level of theory is ωB97M-V/def2-TZVPD.

Positions of all 111 atoms, in Å:
Y1 -0.849 -0.308 0.029
C1 -2.963 3.717 -0.914
C2 -2.116 3.556 0.309
C3 -2.700 3.348 1.549
C4 -1.935 3.271 2.704
C5 -2.577 2.982 4.027
C6 -0.562 3.442 2.603
C7 0.056 3.609 1.372
C8 1.546 3.716 1.277
C9 -0.730 3.637 0.230
H1 -3.139 4.778 -1.117
H2 -3.925 3.235 -0.781
H3 -2.487 3.271 -1.779
H4 -3.770 3.207 1.610
H5 -3.073 3.870 4.428
H6 -1.840 2.646 4.753
H7 -3.322 2.195 3.924
H8 0.044 3.363 3.494
H9 1.923 3.165 0.424
H10 2.019 3.324 2.176
H11 1.859 4.758 1.165
H12 -0.261 3.722 -0.740
C10 -4.357 0.575 -2.598
C11 -3.664 0.231 -1.290
O1 -2.481 0.707 -1.156
C12 -4.340 -0.523 -0.343
C13 -3.866 -0.812 0.970
C14 -4.814 -1.399 1.983
N1 -2.643 -0.522 1.317
N2 -2.321 -0.620 2.672
C15 -1.130 -0.135 2.908
O2 -0.324 0.391 2.047
C16 -0.675 -0.189 4.322
C17 -1.382 -0.911 5.276
C18 -0.955 -0.937 6.589
C19 0.185 -0.243 6.970
C20 0.901 0.472 6.022
C21 0.475 0.494 4.705
H13 -4.418 1.655 -2.704
H14 -5.354 0.150 -2.668
H15 -3.748 0.199 -3.419
H16 -5.342 -0.847 -0.583
H17 -5.772 -1.633 1.528
H18 -4.959 -0.701 2.807
H19 -4.374 -2.297 2.413
H20 -2.261 -1.451 4.961
H21 -1.510 -1.507 7.324
H22 0.518 -0.269 7.999
H23 1.795 1.009 6.309
H24 1.023 1.029 3.949
O3 0.796 0.711 -1.272
P1 2.080 0.882 -2.009
N3 3.163 1.600 -0.974
C22 4.507 1.963 -1.406
C23 5.438 1.210 -0.463
C24 4.641 1.225 0.833
C25 3.222 0.939 0.350
N4 1.996 1.933 -3.304
C26 1.813 3.355 -2.996
C27 0.819 3.858 -4.037
C28 -0.038 2.628 -4.293
C29 1.002 1.518 -4.305
N5 2.658 -0.525 -2.630
C30 2.068 -1.851 -2.412
C31 2.724 -2.742 -3.466
C32 3.222 -1.761 -4.521
C33 3.671 -0.582 -3.667
H25 4.644 3.047 -1.291
H26 4.665 1.718 -2.457
H27 6.421 1.673 -0.381
H28 5.567 0.183 -0.809
H29 4.690 2.219 1.287
H30 4.981 0.498 1.568
H31 2.445 1.324 1.008
H32 3.051 -0.140 0.252
H33 2.772 3.878 -3.038
H34 1.409 3.478 -1.990
H35 1.343 4.145 -4.953
H36 0.256 4.719 -3.685
H37 -0.611 2.682 -5.219
H38 -0.728 2.458 -3.466
H39 1.485 1.428 -5.287
H40 0.571 0.549 -4.042
H41 0.983 -1.797 -2.525
H42 2.269 -2.191 -1.395
H43 2.025 -3.478 -3.855
H44 3.570 -3.283 -3.037
H45 2.403 -1.449 -5.170
H46 4.023 -2.162 -5.144
H47 3.720 0.365 -4.212
H48 4.662 -0.784 -3.234
F1 -0.932 -8.629 1.073
C34 -1.135 -7.351 0.675
C35 -0.160 -6.429 0.796
N6 -0.320 -5.138 0.417
C36 0.804 -4.227 0.443
C37 0.450 -2.848 1.092
O4 -0.132 -2.837 2.162
O5 0.820 -1.842 0.403
C38 -1.441 -4.798 -0.400
O6 -1.820 -3.463 -0.227
N7 -2.538 -5.647 -0.116
C39 -2.474 -6.975 0.236
O7 -3.449 -7.699 0.217
H49 0.798 -6.693 1.225
H50 1.185 -4.086 -0.577
H51 1.582 -4.689 1.057
H52 -3.430 -5.325 -0.470
S1 -1.047 -4.546 -2.214
C40 -1.378 -2.891 -1.450
N8 -1.187 -1.750 -1.751

Values from the calculation:
Strongest force on any atom, eV Å⁻¹: 2.06
Highest occupied orbital energy, Eh: -0.161
Net charge: -1

Atom charges from the Mulliken analysis, given in e for atoms 1 to 99: atom 1 (Y): 0.28, atom 2 (C): -1.42, atom 3 (C): 0.56, atom 4 (C): -0.43, atom 5 (C): 0.64, atom 6 (C): -1.89, atom 7 (C): -0.38, atom 8 (C): 1.29, atom 9 (C): -1.73, atom 10 (C): -0.17, atom 11 (H): 0.53, atom 12 (H): 0.33, atom 13 (H): -0.13, atom 14 (H): 0.34, atom 15 (H): 0.48, atom 16 (H): 0.32, atom 17 (H): 0.28, atom 18 (H): 0.36, atom 19 (H): 0.19, atom 20 (H): 0.30, atom 21 (H): 0.52, atom 22 (H): 0.18, atom 23 (C): -1.79, atom 24 (C): 1.00, atom 25 (O): 0.10, atom 26 (C): -1.61, atom 27 (C): 0.85, atom 28 (C): -1.72, atom 29 (N): 1.33, atom 30 (N): -1.02, atom 31 (C): 1.10, atom 32 (O): -0.39, atom 33 (C): -0.14, atom 34 (C): -0.50, atom 35 (C): -0.83, atom 36 (C): -0.45, atom 37 (C): -1.08, atom 38 (C): 0.05, atom 39 (H): 0.27, atom 40 (H): 0.38, atom 41 (H): 0.29, atom 42 (H): 0.24, atom 43 (H): 0.49, atom 44 (H): 0.26, atom 45 (H): 0.28, atom 46 (H): 0.49, atom 47 (H): 0.38, atom 48 (H): 0.39, atom 49 (H): 0.41, atom 50 (H): 0.48, atom 51 (O): 0.93, atom 52 (P): -2.13, atom 53 (N): 0.71, atom 54 (C): -0.61, atom 55 (C): -0.73, atom 56 (C): -0.96, atom 57 (C): 0.64, atom 58 (N): -0.06, atom 59 (C): 0.15, atom 60 (C): -0.89, atom 61 (C): 0.00, atom 62 (C): -0.41, atom 63 (N): 0.88, atom 64 (C): 0.38, atom 65 (C): -0.53, atom 66 (C): -0.88, atom 67 (C): -0.68, atom 68 (H): 0.36, atom 69 (H): 0.28, atom 70 (H): 0.49, atom 71 (H): 0.19, atom 72 (H): 0.35, atom 73 (H): 0.43, atom 74 (H): -0.91, atom 75 (H): 0.14, atom 76 (H): 0.29, atom 77 (H): -0.49, atom 78 (H): 0.36, atom 79 (H): 0.43, atom 80 (H): 0.52, atom 81 (H): -0.46, atom 82 (H): 0.33, atom 83 (H): 0.22, atom 84 (H): -0.24, atom 85 (H): -0.23, atom 86 (H): 0.37, atom 87 (H): 0.37, atom 88 (H): 0.27, atom 89 (H): 0.43, atom 90 (H): 0.48, atom 91 (H): 0.27, atom 92 (F): -0.34, atom 93 (C): 0.07, atom 94 (C): 0.17, atom 95 (N): 0.46, atom 96 (C): -1.26, atom 97 (C): 0.60, atom 98 (O): -0.65, atom 99 (O): 0.06